[1]
Here is a molecular structure, C22H38AsN8O2PbSi3 from the Open Molecules 2025 dataset. Energies are from ωB97M-V with the def2-TZVPD basis set.

Values from the calculation:
- Largest force on an atom: 4.32 eV Å⁻¹
- LUMO energy: -3.56 eV
- HOMO energy: -10.2 eV
- Total energy: -129160.1438 eV
- Energy above the lowest of the compared OMol25 structures with the same formula, charge and spin: 0.146 eV
- Charge: +1

Atoms and positions in Å:
Pb -14.80652 13.17497 0.96132
As -11.32648 10.64170 2.13040
Si -10.80550 8.37352 1.47029
Si -9.20679 11.89309 2.23837
Si -12.17968 10.31346 4.36042
O -17.46415 16.26343 -0.04070
O -19.12191 13.57678 0.58447
N -11.66764 17.17166 -0.67207
N -16.37478 11.31714 0.84758
N -16.84602 14.09278 0.64307
N -11.72769 15.95354 -0.20223
N -14.85434 14.10444 -1.33391
N -10.86221 17.17966 -1.75629
N -10.51487 15.91912 -2.08529
N -10.26854 18.25723 -2.29848
C -12.33933 11.85597 5.42235
C -17.64287 11.79455 0.91175
C -11.00221 9.23928 5.43810
C -9.32190 8.26076 0.28811
C -16.11776 10.02541 1.11538
C -9.47413 13.60223 3.10007
C -12.37703 7.69436 0.56638
C -16.75990 15.23368 -0.16935
C -15.75300 15.11814 -1.24893
C -11.00828 15.19908 -1.08881
C -7.94377 10.90808 3.29282
C -8.62953 11.96778 0.41536
C -14.03284 13.93241 -2.42049
C -13.93849 14.90753 -3.40049
C -15.66660 16.13276 -2.24980
C -17.92872 13.23164 0.66892
C -14.77903 16.02413 -3.28359
C -17.10900 9.13839 1.43586
C -13.85360 9.35343 4.22922
C -18.42074 9.58118 1.48136
C -10.31152 7.19155 2.86004
C -18.68991 10.91059 1.22642
H -13.46683 12.99527 -2.48099
H -8.31471 8.32881 0.73299
H -9.43285 9.00475 -0.51347
H -10.58297 19.15839 -1.91009
H -13.24004 14.75329 -4.20122
H -12.50620 11.57728 6.52865
H -8.06005 9.78666 3.16747
H -11.22911 8.18301 5.17626
H -19.66721 11.31766 1.16577
H -12.71985 8.24570 -0.35988
H -8.27036 10.91192 0.20763
H -9.57815 18.10422 -3.00724
H -9.36522 12.25081 -0.34142
H -13.18340 12.49357 5.07893
H -11.37880 12.39610 5.41786
H -8.00053 11.20740 4.35237
H -14.78532 16.86262 -3.98401
H -16.33697 16.99417 -2.15644
H -11.33038 9.34094 6.49733
H -9.47980 7.27721 -0.21346
H -13.69816 8.45012 3.66416
H -6.92575 11.14723 2.95391
H -19.18530 8.86870 1.83774
H -8.60751 14.24112 2.82505
H -14.21784 9.07403 5.25000
H -9.86322 6.29957 2.39222
H -14.61536 9.98785 3.74602
H -13.24060 7.64289 1.27324
H -9.91247 9.46545 5.34145
H -15.08429 9.77176 1.03656
H -12.09295 6.63120 0.20225
H -10.99339 14.12395 -1.05453
H -11.10131 6.90060 3.55099
H -7.76992 12.68030 0.29868
H -9.52428 13.46592 4.19689
H -16.93026 8.08695 1.62474
H -10.30681 14.21716 2.80060
H -9.54441 7.69739 3.45574

Cartesian forces, eV/Å:
Pb 0.063 -0.169 -0.226
As -0.013 0.237 0.109
Si -0.113 -0.153 -0.153
Si -0.522 -0.183 0.413
Si 0.610 -0.955 0.852
O 2.327 -3.196 -0.683
O 2.573 -0.750 -0.252
N 1.200 1.735 -0.170
N -0.554 0.812 0.301
N 0.863 -0.916 -0.517
N 0.405 -0.461 -1.803
N -0.717 -0.627 -0.134
N -1.130 -3.790 1.713
N 0.783 1.050 0.091
N -1.008 1.451 0.568
C -0.552 0.120 0.850
C 0.504 -2.170 0.383
C -0.549 -0.365 -0.154
C -0.756 -0.013 -0.512
C 0.000 0.856 -0.380
C 0.833 -0.469 -0.280
C 0.345 -0.747 -0.696
C -3.201 2.441 1.560
C 2.448 1.046 -2.666
C -1.127 0.931 0.204
C -0.089 -0.469 -0.568
C 0.916 -0.464 0.430
C -0.708 0.721 1.002
C -0.627 -0.194 0.597
C -1.175 -0.443 1.592
C -2.848 2.250 0.281
C 0.445 0.296 -0.504
C -0.441 -0.611 -0.011
C 0.360 1.037 0.825
C -0.232 -0.286 0.745
C 0.007 0.272 -0.191
C 0.736 0.628 -0.662
H -0.132 0.518 0.276
H -0.527 -0.096 -0.120
H 0.229 -0.097 0.166
H 0.507 -0.992 -0.619
H 0.046 0.159 -0.315
H 0.031 0.231 -1.743
H 0.003 1.306 0.293
H 0.578 0.567 0.198
H -0.793 0.211 0.298
H 0.531 -0.369 1.060
H -0.289 1.259 -0.016
H -0.059 -0.053 0.013
H -0.112 -0.154 0.261
H 0.679 -0.057 0.368
H -0.448 0.082 -0.167
H -0.122 -0.328 -0.345
H 0.346 -0.489 -0.043
H 0.268 -0.418 -0.078
H 0.355 0.117 -0.583
H 0.432 0.463 0.381
H -0.063 -0.410 -0.324
H -0.141 0.001 0.065
H 0.242 0.622 -0.570
H -0.135 -0.463 0.449
H 0.298 0.260 -0.768
H -0.195 0.221 0.215
H 0.157 -0.327 0.120
H 0.626 -0.147 -0.507
H -0.909 -0.256 0.065
H 0.544 -0.437 0.070
H -0.647 1.522 0.713
H 0.309 -0.006 0.020
H -0.043 -0.124 -0.163
H -0.574 -0.717 0.177
H 0.185 0.116 -0.528
H 0.388 0.157 0.034
H -0.645 -0.148 -0.244
H 0.025 -0.176 -0.065

Atom charges from the Löwdin analysis, given in e for atoms 1 to 4: 1.337, 0.683, 0.257, 0.325

[2]
Here is 7 unconnected molecules or ions with the total composition C22H38BBr15IO2 from the Open Molecules 2025 dataset. Energies are from ωB97M-V with the def2-TZVPD basis set.

Values from the calculation:
- Largest force on an atom: 4.17 eV Å⁻¹
- LUMO energy: 1.40 eV
- HOMO energy: -4.7 eV
- Total energy: -1086939.9875 eV
- Energy above the lowest of the compared OMol25 structures with the same formula, charge and spin: 0.000 eV
- Charge: -1

Atoms and positions in Å:
I -3.31110 -2.72547 -8.12194
Br 3.56497 -7.23916 -7.19045
Br 5.72892 -0.14446 5.92523
Br -3.18630 -1.50914 1.84857
Br -0.36562 0.86680 0.37539
Br 1.50836 -7.14710 -4.11913
Br -0.86156 -4.39657 -4.47035
Br -0.88432 -3.73965 3.67410
Br -2.59841 4.02071 1.60173
Br 3.89839 6.79795 4.34060
Br -2.32374 -0.44876 -2.50819
Br 3.49836 2.43534 7.31880
Br 0.78075 4.60621 2.75667
Br 0.87999 1.19172 4.11482
Br -4.85364 5.26071 4.24912
Br 5.38664 6.38855 7.69411
O -1.54254 -1.24565 -6.50445
O -1.95839 -1.93912 -4.20534
C 4.43741 -0.26864 7.37481
C -2.24340 -2.96846 -5.05724
C -1.19376 -1.82774 3.87199
C -2.78614 0.92291 -1.17721
C -2.64979 -1.48077 3.71359
C 1.52069 -2.00153 -6.41814
C 0.32529 -0.51428 -4.72715
C 2.23297 2.17145 3.11360
C -1.60517 1.78703 -0.82539
C -3.58767 -3.68288 -4.85281
C -3.45108 6.18718 3.26813
C -3.41496 5.77081 1.82175
C 1.42104 -1.45376 -5.20702
C 3.58721 6.92789 7.18716
C 3.09613 6.15700 5.99232
C 2.26906 3.61733 3.52325
C -1.80333 -2.58506 -6.55923
C 0.96588 -7.31436 -5.97529
C -3.56781 -5.98104 -6.21075
C 1.91532 -8.17971 -6.75986
C 3.19620 0.52695 7.07646
C -3.58563 -5.01531 -5.49991
B -1.20973 -0.94365 -5.10025
H 2.96882 6.71535 8.05675
H 2.22088 3.74951 4.59920
H -3.19919 0.41154 -0.31270
H -1.91721 2.67150 -0.26970
H -1.80856 0.10475 -4.93142
H -3.81345 -3.84824 -3.79743
H 4.19817 -1.32667 7.45720
H 4.94375 0.05929 8.27706
H 1.03215 -1.57784 -7.29333
H -4.40226 -3.11694 -5.31665
H -0.85095 -1.58661 4.87674
H 2.83802 0.39219 6.06098
H 3.17660 1.68440 3.35399
H -2.79044 6.45212 1.24720
H 1.48047 -8.44593 -7.72118
H 2.40110 0.27261 7.77416
H -3.32027 -6.75219 -6.90167
H 2.22602 -1.67208 -4.50013
H -2.51852 5.98547 3.78620
H 0.44195 -0.36673 -3.65102
H -1.02994 2.08984 -1.69597
H 2.19937 -9.08250 -6.22877
H -3.30719 -2.16158 4.24525
H 0.49598 0.45274 -5.22097
H 3.31507 5.09598 6.05769
H -0.96371 -3.25971 -6.74212
H -0.56176 -1.32836 3.14464
H 2.01073 2.02908 2.05947
H 2.02446 6.29759 5.86088
H -3.69311 7.24449 3.35493
H 3.61455 7.99909 7.01591
H 0.88367 -6.30475 -6.36715
H -0.02288 -7.76751 -5.94275
H -3.56256 1.52823 -1.64536
H -4.40056 5.71907 1.37029
H -2.83498 -0.46198 4.04970
H 2.13269 -2.88256 -6.60212
H 3.16364 4.10307 3.14013

Cartesian forces, eV/Å:
I -0.007 -0.398 -0.113
Br 0.028 -0.059 0.045
Br 0.015 0.052 0.054
Br -0.084 -0.163 0.036
Br 0.082 0.044 -0.030
Br 0.105 -0.027 -0.011
Br 0.321 -0.396 -0.002
Br 0.022 0.033 -0.036
Br -0.279 0.203 0.268
Br 0.070 -0.021 0.043
Br -1.017 1.301 2.549
Br 0.027 0.023 -0.071
Br 0.017 -0.014 0.143
Br -0.052 0.008 -0.049
Br 0.069 -0.027 0.020
Br -0.005 0.054 -0.027
O 0.805 -1.619 0.115
O -0.035 -1.747 -3.787
C 0.088 -0.132 -0.176
C 0.362 -0.575 0.750
C 0.041 -0.169 0.164
C 0.231 -0.451 -0.419
C -0.074 0.234 -0.202
C 0.277 0.099 -0.351
C 0.954 -0.897 -0.859
C 0.111 -0.154 0.150
C -0.147 0.208 0.169
C -0.153 -0.792 -0.058
C -0.215 0.110 0.065
C 0.229 -0.114 -0.081
C 0.005 0.217 0.254
C 0.091 -0.152 0.197
C -0.144 0.171 -0.221
C 0.033 0.193 -0.248
C -0.265 0.549 1.444
C -0.081 -0.042 0.197
C 0.337 0.013 -0.004
C 0.024 0.094 -0.188
C -0.083 0.078 0.161
C -0.176 0.592 -0.399
B -0.482 3.356 0.511
H -0.033 -0.027 -0.037
H -0.011 -0.102 0.007
H 0.008 0.164 0.083
H 0.144 -0.254 -0.293
H -0.027 0.190 -0.021
H 0.217 0.457 0.067
H -0.057 0.018 -0.009
H -0.037 0.034 0.002
H -0.634 -0.392 0.270
H 0.141 0.225 0.162
H -0.030 0.028 -0.004
H 0.017 -0.019 0.005
H 0.009 0.041 0.031
H -0.005 0.036 0.048
H -0.034 0.029 0.015
H 0.025 -0.021 0.012
H -0.311 -0.137 0.159
H -0.492 -0.667 0.212
H 0.019 -0.040 -0.058
H -0.092 0.103 -0.049
H 0.009 -0.113 -0.016
H -0.019 0.024 0.043
H 0.063 -0.031 0.028
H -0.254 0.020 0.154
H 0.046 0.019 0.067
H -0.153 0.193 -0.929
H -0.064 0.011 -0.035
H -0.084 0.046 0.020
H 0.001 0.002 0.036
H 0.008 -0.003 -0.043
H -0.016 -0.013 -0.058
H -0.007 -0.007 -0.003
H 0.002 0.009 -0.042
H 0.055 0.084 0.062
H -0.029 0.034 0.071
H 0.075 -0.001 0.029
H 0.477 0.444 0.015
H 0.029 -0.066 -0.001

Atom charges from the Löwdin analysis, given in e for atoms 1 to 4: 0.813, 0.587, 0.608, 0.652

[3]
Here is 2 unconnected molecules or ions with the total composition C22H38ClN2O3S2 from the Open Molecules 2025 dataset. Energies are from ωB97M-V with the def2-TZVPD basis set.

Values from the calculation:
- Largest force on an atom: 3.54 eV Å⁻¹
- LUMO energy: -4.22 eV
- HOMO energy: -10.5 eV
- Total energy: -66733.5181 eV
- Charge: +1

Atoms and positions in Å:
Cl 3.11049 -1.34843 -3.69425
S 0.53017 1.15645 1.14028
S 0.57241 3.49320 2.98078
O -1.23079 -2.45619 -4.20272
O -1.49940 2.04613 -2.10930
O 0.00465 -2.61315 3.75064
N -1.66723 2.61468 1.96227
N 1.57453 -2.62780 -1.92072
C -1.85897 -3.31529 -3.03916
C -0.28113 2.47121 2.03322
C 1.40460 -2.91933 1.83257
C 1.80647 -2.49108 0.43682
C -2.77535 2.91455 4.18119
C 0.07837 -2.32066 2.34237
C 2.58828 -1.79412 -2.11451
C 0.80865 -3.23266 -3.03111
C 3.25861 -1.24066 -1.05260
C -0.53380 -2.39826 -3.06025
C -0.44652 1.30952 -4.15121
C -0.23802 1.89646 -2.76071
C 2.82578 -0.02916 2.27062
C -2.23052 2.32292 0.62466
C 0.46931 3.24061 -2.82501
C 1.19657 -2.97251 -0.67370
C 2.88053 -1.57841 0.23054
C 2.29147 1.22605 1.51640
C -1.17868 -2.92296 1.69564
C -3.08964 3.55945 0.17702
C 3.66814 -0.93800 1.35292
C -2.36331 1.92414 3.06945
H 0.36546 -3.66517 -0.57543
H 4.45556 -0.31322 0.91405
H -3.30177 1.49359 2.70244
H 1.26563 -3.07993 -4.00493
H 0.60349 3.65059 -1.82268
H -0.96237 0.34860 -4.08755
H -1.24183 -2.76065 0.61382
H 2.04126 -0.58213 2.78940
H -0.12593 3.96231 -3.38989
H -4.14883 3.30024 0.09896
H -1.25205 -3.98289 1.97074
H 0.51370 -4.25424 -2.81415
H -2.89755 1.45256 0.60899
H 1.31019 -4.01449 1.84815
H -0.56751 -1.46682 -2.48264
H 2.59704 2.11654 2.06960
H 0.50555 1.16135 -4.66498
H 4.07747 -0.55843 -1.24460
H -2.03248 2.65608 -2.63207
H 0.35049 1.20234 -2.15212
H 3.49792 0.34011 3.05456
H 2.19429 -2.62624 2.52530
H -2.22682 -2.64167 -2.18652
H 2.80155 1.28698 0.54441
H 0.01904 -1.23275 2.27345
H -2.03758 -2.44026 2.17415
H -1.78961 1.09849 3.51106
H -1.07170 1.96395 -4.76276
H -1.94609 3.07070 4.87626
H 1.44821 3.15164 -3.29942
H -2.76448 3.85105 -0.82943
H -3.62857 2.52077 4.74876
H -1.47808 2.18970 -0.15437
H -3.11524 3.86209 3.75440
H 4.20797 -1.71194 1.91723
H 0.39014 -3.49450 3.84182
H -2.82796 -3.22064 -3.55594
H -2.90420 4.38959 0.85979

Cartesian forces, eV/Å:
Cl -0.389 -0.280 0.200
S -0.518 -0.031 -0.415
S 0.009 -0.276 0.074
O 0.443 2.058 1.014
O 0.190 -0.347 -0.301
O 0.432 0.034 -0.559
N 0.531 -2.166 -1.233
N 0.079 -1.101 -0.851
C -0.254 1.610 1.435
C 0.714 1.213 1.096
C -0.212 0.239 -0.528
C 0.883 0.757 0.706
C 0.005 -0.385 0.091
C -0.698 -0.634 0.589
C 0.719 0.743 -0.730
C -1.768 1.660 0.180
C -0.178 -0.103 0.155
C 0.452 -2.996 -1.823
C 0.041 -0.281 0.121
C -0.164 0.428 -0.641
C 0.296 0.392 0.117
C -1.021 1.174 -0.300
C 0.125 0.004 0.233
C -0.496 -0.428 0.412
C 0.292 0.226 0.634
C 0.632 -0.475 -0.021
C 0.121 0.267 0.433
C 0.476 -0.713 -0.382
C -0.070 -0.014 0.078
C -1.028 0.866 1.083
H 0.159 0.018 -0.346
H -0.144 -0.168 -0.015
H 0.342 0.049 -0.371
H 0.371 -0.249 0.270
H 0.034 -0.049 0.012
H 0.014 0.002 -0.033
H -0.043 -0.115 0.158
H -0.010 0.206 -0.131
H 0.014 -0.071 -0.098
H 0.076 0.252 0.264
H 0.103 0.077 -0.386
H 0.535 -0.003 -0.051
H 0.399 -0.120 0.244
H 0.031 0.157 0.057
H 0.012 -0.151 0.041
H -0.632 0.070 -0.078
H -0.022 0.033 -0.035
H -0.099 -0.092 0.023
H 0.008 -0.020 -0.039
H -0.151 0.015 0.156
H -0.095 -0.184 -0.091
H -0.079 -0.196 -0.040
H -0.456 0.600 -0.977
H -0.170 0.063 0.127
H 0.341 -0.127 -0.172
H 0.088 -0.020 -0.247
H 0.148 0.144 -0.277
H 0.087 0.082 0.016
H -0.165 0.266 -0.130
H -0.024 0.033 -0.022
H -0.121 0.144 0.246
H 0.267 -0.110 -0.032
H 0.019 -0.062 0.725
H 0.281 -0.101 -0.001
H -0.321 0.065 0.034
H -0.238 0.050 0.400
H 0.046 -1.874 0.035
H -0.250 -0.058 -0.104

Atom charges from the natural (NBO) analysis, given in e for atoms 1 to 4: 0.113, 0.218, 0.004, -0.440